The following is a quantum chemistry calculation of 2 unconnected molecules or ions with the total composition C6H17NO in a non-equilibrium geometry, from the OMol25 dataset.

The geometry in XYZ format:
```
25
Properties=species:S:1:pos:R:3:lowdin_charge:R:1
O 0.98 -0.89 2.44 -0.47
N -1.02 -0.48 -0.91 -0.24
C 0.82 2.25 0.03 -0.12
C 0.21 -0.31 -1.67 -0.30
C -1.45 0.81 -0.11 -0.17
C -0.30 1.36 0.77 -0.23
C -1.37 -1.71 -0.16 -0.15
C 1.51 -0.76 -1.06 -0.15
H 0.88 1.90 -1.05 0.05
H -0.50 1.91 1.72 0.08
H 1.70 2.22 0.55 0.01
H -2.34 -1.65 0.42 0.08
H -1.48 -2.50 -0.90 0.06
H -2.29 0.57 0.52 0.07
H 0.07 -1.00 -2.64 0.13
H 1.45 -0.90 0.01 0.03
H 0.41 0.47 0.99 0.06
H 2.32 0.01 -1.06 0.07
H 0.32 0.77 -2.04 0.09
H 1.11 -0.53 3.34 -0.04
H 1.15 -1.83 2.43 -0.07
H 0.53 3.27 0.03 0.03
H -0.55 -2.03 0.46 0.02
H 1.90 -1.54 -1.63 0.03
H -1.86 1.40 -1.01 0.12
```

Net charge: -1
Multiplicity: 2
LUMO energy (alpha / beta), eV: 3.7 / 3.6
HOMO-LUMO gap (alpha / beta), hartree: 0.103 / 0.309
HOMO (alpha / beta), eV: 0.87 / -4.81

=====

The following is a quantum chemistry calculation of a molecular structure, C33H39FN4P2Ru in a non-equilibrium geometry, from the OMol25 dataset.

The geometry in XYZ format:
```
80
Properties=species:S:1:pos:R:3:lowdin_charge:R:1
Ru -0.15 -1.21 -2.26 1.15
P -2.28 -0.26 -6.41 1.15
P 1.45 -0.98 -6.33 1.11
F -1.92 0.78 3.43 0.06
N 2.77 0.09 -6.81 -0.26
N -3.71 -0.84 -7.28 -0.23
N -2.37 1.45 -7.13 -0.24
N 1.92 -2.24 -7.46 -0.28
C -1.08 -1.01 -7.61 -0.37
C -1.22 1.47 -3.66 -0.24
C -1.90 3.25 -8.45 -0.05
C -0.14 0.60 1.84 0.02
C 4.19 1.44 -7.94 -0.06
C 4.86 0.98 -6.76 -0.07
C 2.50 -3.33 -9.35 -0.06
C 0.33 0.15 0.58 -0.10
C 3.98 0.16 -6.08 -0.14
C -2.12 -0.74 1.60 0.01
C -1.52 1.62 -2.20 -0.16
C 1.41 -2.19 -1.50 -0.19
C 2.93 0.85 -7.97 -0.15
C -5.19 -2.39 -8.02 0.03
C 1.13 0.32 -3.26 -0.29
C -4.17 -2.15 -7.11 0.00
C -5.39 -1.19 -8.79 0.05
C 2.34 -3.52 -7.09 -0.14
C -1.27 2.67 -1.40 -0.07
C -1.66 -1.19 0.34 -0.11
C 0.04 3.43 -1.49 -0.14
C 2.06 -2.12 -8.85 -0.13
C 0.23 -0.22 -7.51 -0.44
C -4.48 -0.26 -8.31 0.04
C 1.50 1.32 -2.32 -0.05
C 2.74 -4.20 -8.23 -0.07
C 1.15 2.75 -2.38 -0.15
C -1.71 1.89 -8.30 -0.16
C -3.07 2.57 -6.60 -0.14
C -0.04 0.64 -4.20 -0.33
C -0.47 -0.70 -0.21 -0.27
C -1.38 0.19 2.31 -0.23
C -2.81 3.68 -7.41 -0.06
H 0.06 0.79 -7.10 0.05
H 5.88 1.20 -6.47 0.10
H -2.03 2.93 -0.65 0.13
H -3.70 -2.81 -6.39 0.14
H 2.17 0.92 -8.74 0.10
H 0.62 -0.12 -8.53 0.05
H -5.72 -3.32 -8.14 0.13
H 2.34 -1.91 -2.04 0.03
H -2.19 -1.96 -0.21 0.09
H 0.47 3.74 -0.51 0.13
H -2.02 0.68 -1.78 0.10
H -3.62 2.54 -5.64 0.12
H -1.26 2.47 -4.14 0.13
H 1.57 -1.99 -0.41 0.03
H 2.17 0.97 -1.51 0.11
H 3.19 -5.19 -8.26 0.10
H 2.31 -3.81 -6.05 0.09
H 1.83 -1.19 -9.36 0.09
H 0.93 3.05 -3.43 0.13
H -0.45 -0.31 -4.64 0.00
H -1.44 3.84 -9.24 0.11
H -6.12 -1.05 -9.58 0.13
H 1.16 -3.26 -1.63 0.03
H -2.09 0.93 -4.05 0.04
H -0.17 4.38 -2.02 0.12
H -1.49 -1.05 -8.65 0.11
H 2.65 -3.54 -10.41 0.10
H 4.06 -0.39 -5.15 0.10
H -0.91 -2.07 -7.36 0.08
H 1.97 -0.20 -3.80 0.07
H -3.05 -1.11 2.02 0.13
H 2.08 3.25 -2.05 0.14
H 4.55 2.09 -8.72 0.10
H -3.25 4.66 -7.24 0.10
H -1.06 1.20 -8.84 0.09
H 0.47 1.28 2.42 0.13
H 1.32 0.44 0.23 0.09
H -4.24 0.74 -8.64 0.13
H 0.39 1.18 -5.06 0.11
```

Net charge: +2
Multiplicity: 5
LUMO energy (alpha / beta), eV: -6.1 / -9.4
HOMO-LUMO gap (alpha / beta), hartree: 0.237 / 0.113
HOMO (alpha / beta), eV: -12.52 / -12.52

=====

The following is a quantum chemistry calculation of a molecular structure, C47H36BF4N4O3PTa in a non-equilibrium geometry, from the OMol25 dataset.

The geometry in XYZ format:
```
97
Properties=species:S:1:pos:R:3:lowdin_charge:R:1
Ta 0.26 0.07 0.02 1.90
P -1.22 0.93 -2.21 1.11
F -1.21 -3.57 1.95 0.18
F -2.21 -3.61 -0.12 0.15
F -0.47 -2.17 0.26 -0.14
F -0.07 -4.46 0.14 0.19
O -0.80 1.68 0.63 -0.30
O 1.70 -1.03 0.64 -0.22
O -0.91 4.44 0.78 0.07
N -1.10 0.80 2.70 0.11
N -0.22 -0.13 2.14 -0.10
N 1.58 -0.28 -1.89 0.01
N -2.30 -0.49 0.17 0.04
C -2.16 2.90 2.20 -0.08
C 0.69 -3.61 -3.15 -0.03
C -1.23 2.75 -2.28 -0.33
C -0.28 -0.59 -6.45 -0.07
C -3.70 5.07 2.99 -0.06
C -4.67 -0.26 -0.45 0.00
C -0.02 4.83 -2.54 -0.06
C -0.12 1.15 -4.80 -0.07
C 2.43 -3.93 3.47 -0.05
C 1.94 -1.97 1.55 -0.28
C -2.42 3.48 -2.19 -0.07
C -5.26 0.53 -2.65 -0.05
C 2.59 1.74 -1.14 -0.21
C 1.47 -2.98 3.71 0.00
C 3.15 -3.90 2.28 -0.03
C 3.19 -0.41 -4.17 0.03
C 1.52 -1.39 -2.71 -0.19
C -1.92 4.17 1.65 -0.25
C 2.33 -1.49 -3.86 -0.15
C 3.65 3.68 -0.22 -0.05
C 3.56 2.74 -1.22 -0.02
C -3.92 0.75 -2.93 -0.08
C 1.49 -3.71 -4.30 -0.05
C -2.95 0.48 -1.97 -0.32
C -2.70 5.25 2.06 0.00
C -1.34 1.74 1.85 -0.41
C -3.32 -0.06 -0.75 -0.27
C -5.63 0.04 -1.40 -0.05
C -1.03 -1.36 -5.57 -0.06
C -1.31 -0.88 -4.30 -0.10
C -0.03 3.45 -2.43 -0.11
C 0.17 0.67 -6.06 -0.07
C 3.27 0.64 -3.32 0.02
C 1.20 -1.99 2.75 -0.15
C -3.17 2.75 3.16 -0.03
C 0.21 -1.01 3.00 0.01
C 2.47 0.67 -2.16 -0.22
C -0.86 0.38 -3.90 -0.35
C 1.81 2.65 0.93 -0.09
C -1.21 5.54 -2.49 -0.06
C 2.92 -2.93 1.32 0.02
C 2.79 3.63 0.86 -0.04
C 1.69 1.68 -0.08 -0.21
C -3.95 3.82 3.55 -0.08
C -2.40 4.86 -2.31 -0.06
C 0.69 -2.48 -2.39 -0.02
C 2.28 -2.66 -4.66 -0.02
B -1.02 -3.59 0.60 -1.18
H -4.95 -0.68 0.50 0.13
H -0.22 -0.95 3.99 0.15
H 0.89 -3.00 4.63 0.13
H 0.06 -2.45 -1.51 0.08
H -1.90 -1.49 -3.62 0.12
H 2.91 -2.70 -5.54 0.12
H -6.01 0.74 -3.40 0.11
H 2.86 4.37 1.66 0.12
H 0.73 1.28 -6.75 0.11
H -3.36 2.98 -2.04 0.10
H 2.62 -4.70 4.20 0.11
H 1.15 2.64 1.78 0.10
H 0.91 2.92 -2.47 0.09
H -0.06 -0.96 -7.44 0.11
H -2.55 -0.24 1.13 0.10
H 3.48 -2.90 0.39 0.13
H 4.41 4.46 -0.27 0.11
H -4.73 3.69 4.28 0.11
H -4.30 5.92 3.29 0.11
H 4.25 2.78 -2.05 0.11
H 0.92 5.35 -2.66 0.11
H 3.95 1.46 -3.52 0.11
H 0.06 -4.44 -2.85 0.12
H 3.91 -4.65 2.09 0.12
H -1.39 -2.33 -5.87 0.12
H -1.20 6.62 -2.57 0.11
H 0.21 2.15 -4.53 0.09
H -0.57 3.61 0.42 0.06
H -3.63 1.14 -3.90 0.12
H -3.33 1.77 3.58 0.11
H 1.48 -4.61 -4.90 0.11
H -3.34 5.41 -2.24 0.11
H 3.79 -0.46 -5.07 0.13
H -6.67 -0.12 -1.17 0.12
H -2.28 -1.51 0.15 0.08
H -2.49 6.22 1.63 0.12
```

Net charge: +1
Multiplicity: 1
LUMO energy, eV: -4.0
HOMO-LUMO gap, hartree: 0.248
HOMO, eV: -10.75

=====

The following is a quantum chemistry calculation of a molecular structure, C43H55AsCl3N5OPRuS2Se2Si in a non-equilibrium geometry, from the OMol25 dataset.

The geometry in XYZ format:
```
115
Properties=species:S:1:pos:R:3:lowdin_charge:R:1
Ru 0.37 -0.98 0.15 0.40
Se -1.15 -3.13 -0.43 0.44
Se 2.00 -2.59 1.40 0.41
As 1.64 -0.95 -2.10 1.03
Cl -2.71 5.35 -3.75 0.68
Cl 0.54 6.98 0.17 0.77
Cl 5.18 5.63 -4.60 0.69
S 5.85 2.85 -5.45 1.03
S -3.16 -1.87 1.01 0.62
P 0.40 -3.99 0.88 0.30
Si -4.85 -0.11 3.47 0.55
O 3.37 3.94 -1.70 -0.13
N 1.54 1.03 0.58 -0.02
N -4.03 1.57 -1.22 0.08
N -1.29 0.76 -0.80 -0.07
N 2.45 3.03 0.70 -0.04
N -0.94 -0.98 2.11 -0.07
C -3.22 1.00 -2.35 -0.08
C 0.62 -7.40 -1.30 -0.06
C -5.10 1.59 4.25 -0.18
C 5.26 3.39 -3.01 -0.32
C -5.42 -1.51 4.58 -0.16
C 0.29 5.89 -1.16 -0.58
C 0.56 -5.33 3.26 -0.09
C 5.41 3.98 -4.23 -0.97
C -1.66 -4.55 2.71 -0.11
C -2.13 -5.07 3.91 -0.06
C 1.29 5.04 -1.62 -0.17
C 1.37 2.31 0.33 -0.15
C -2.95 -0.29 3.26 -0.25
C 2.68 4.45 0.53 -0.05
C -0.18 4.42 -3.47 -0.09
C -2.07 1.43 0.24 -0.19
C 4.79 4.12 -1.79 -0.14
C 2.79 0.91 1.13 -0.16
C 1.07 -5.38 -0.07 -0.42
C 5.82 1.56 -4.31 -0.41
C -5.86 -0.04 1.85 -0.20
C 0.08 -5.85 4.45 -0.06
C 2.40 -5.43 -0.47 -0.12
C 2.66 4.89 -0.97 -0.28
C -0.95 5.97 -1.79 -0.13
C -2.17 0.07 -1.75 -0.23
C 1.42 -2.36 -3.44 -0.28
C 1.67 0.64 -3.24 -0.27
C -2.28 -0.98 2.23 -0.74
C -2.15 0.30 4.22 -0.06
C -1.26 -5.72 4.78 -0.06
C -3.14 2.36 -0.31 -0.08
C 3.54 -1.20 -1.77 -0.29
C 0.17 -6.37 -0.48 -0.10
C 1.95 -7.44 -1.70 -0.06
C -1.17 5.23 -2.94 -0.68
C 1.03 4.34 -2.80 -0.02
C 3.36 2.14 1.22 -0.03
C -0.32 -4.68 2.39 -0.40
C 2.84 -6.46 -1.28 -0.06
C -0.20 -0.40 3.07 -0.16
C -0.76 0.24 4.15 -0.04
C 5.49 1.99 -3.07 -0.15
H -4.53 2.37 3.75 0.03
H -1.63 -6.13 5.70 0.11
H 2.51 0.57 -3.94 0.04
H -3.18 -4.96 4.17 0.11
H -2.61 0.84 5.04 0.11
H 3.91 -0.48 -1.05 0.01
H 3.69 -2.20 -1.37 0.01
H -4.92 -1.46 5.55 0.04
H -0.13 0.68 4.91 0.11
H 1.83 3.74 -3.22 0.11
H -2.73 3.18 -0.88 0.13
H -2.35 -4.07 2.03 0.02
H 0.50 2.76 -0.11 0.12
H -3.74 2.77 0.51 0.14
H -5.21 -2.49 4.15 0.03
H -0.33 3.91 -4.41 0.11
H 3.19 -0.04 1.44 0.06
H -4.80 1.59 5.30 0.03
H 0.74 0.73 -3.80 0.02
H 3.67 4.67 0.92 0.14
H -1.57 -0.38 -2.54 0.11
H 0.87 -0.45 2.95 0.05
H -3.87 0.46 -3.03 0.15
H 2.23 -2.28 -4.17 0.04
H -2.67 -0.74 -1.21 0.02
H -6.15 1.86 4.22 0.04
H -2.76 1.84 -2.87 0.13
H 2.29 -8.24 -2.34 0.11
H -5.64 -0.85 1.16 -0.03
H 5.02 5.18 -1.88 0.11
H 4.31 2.45 1.63 0.13
H -0.87 -6.33 -0.18 0.11
H -0.07 -8.17 -1.62 0.11
H -2.57 0.67 0.82 0.06
H 0.46 -2.29 -3.95 0.03
H 1.48 -3.33 -2.95 0.02
H 6.07 0.56 -4.64 0.07
H -5.73 0.92 1.34 0.01
H 4.10 -1.10 -2.70 0.03
H -6.92 -0.12 2.10 0.04
H 1.61 -5.42 3.00 0.11
H 3.15 5.87 -1.02 0.16
H -1.41 1.98 0.91 0.13
H 0.75 -6.37 5.12 0.11
H -1.71 6.63 -1.40 0.11
H 3.87 -6.50 -1.59 0.11
H -4.78 2.15 -1.58 0.19
H 1.96 5.02 1.12 0.09
H 5.28 3.72 -0.89 0.13
H -4.44 0.80 -0.68 0.16
H -6.50 -1.45 4.76 0.04
H -0.71 1.43 -1.30 0.09
H 3.09 -4.66 -0.14 0.05
H 5.41 1.34 -2.21 0.11
H 1.81 1.52 -2.61 0.00
```

Net charge: +2
Multiplicity: 2
LUMO energy (alpha / beta), eV: -4.5 / -5.8
HOMO-LUMO gap (alpha / beta), hartree: 0.270 / 0.243
HOMO (alpha / beta), eV: -11.84 / -12.37

=====

The following is a quantum chemistry calculation of C17H30N4O in the gas phase, from the OMol25 dataset.

The geometry in XYZ format:
```
52
Properties=species:S:1:pos:R:3:lowdin_charge:R:1
O 1.33 2.61 3.28 0.05
N 0.90 -0.66 0.59 0.10
N -3.03 2.55 -0.38 -0.20
N 1.64 -0.61 1.70 -0.15
N 0.89 1.99 1.14 0.06
C 3.46 -3.14 -0.22 -0.12
C -2.95 1.40 -1.26 -0.24
C 1.47 -1.56 -0.20 -0.24
C 2.68 -1.47 1.64 0.01
C -0.65 3.19 -0.29 -0.16
C -4.32 2.80 0.23 -0.26
C 2.60 -2.11 0.42 -0.15
C 2.09 -2.72 -2.27 -0.17
C 1.19 1.76 2.43 -0.49
C 0.57 3.29 0.61 -0.17
C -2.51 0.06 -0.65 -0.08
C 3.63 -4.71 -2.18 -0.08
C 1.29 0.26 2.79 -0.03
C -1.89 2.76 0.49 -0.21
C 0.98 -1.96 -1.54 -0.12
C -4.76 1.83 1.33 -0.08
C 2.70 -3.80 -1.38 -0.38
H 0.66 -1.08 -2.11 0.12
H 4.43 -4.13 -2.64 0.08
H -2.63 -0.72 -1.40 0.07
H 0.40 3.96 1.45 0.12
H -5.69 2.19 1.78 0.07
H -2.15 3.55 1.20 0.13
H 0.10 -2.60 -1.43 0.12
H -2.25 1.65 -2.08 0.10
H 2.02 0.15 3.59 0.13
H 3.38 -1.56 2.44 0.13
H 4.38 -2.68 -0.60 0.13
H 1.43 3.68 0.03 0.12
H 1.68 -3.18 -3.18 0.12
H -3.93 1.28 -1.72 0.11
H 1.89 -4.41 -0.96 0.15
H -1.65 1.86 1.08 0.11
H -4.28 3.81 0.64 0.11
H -4.01 1.76 2.11 0.07
H -5.06 2.80 -0.57 0.11
H -0.85 4.16 -0.76 0.12
H 3.08 -5.22 -2.96 0.08
H -1.47 0.08 -0.35 0.04
H -3.12 -0.20 0.21 0.06
H 2.87 -2.02 -2.58 0.13
H 0.74 1.18 0.54 0.09
H 0.30 -0.02 3.18 0.14
H 4.08 -5.46 -1.53 0.08
H -0.44 2.47 -1.08 0.10
H -4.95 0.84 0.93 0.06
H 3.76 -3.90 0.52 0.12
```

Multiplicity: 1
LUMO energy, eV: 0.8
HOMO-LUMO gap, hartree: 0.321
HOMO, eV: -7.95

=====

ΔE to the lowest compared entry with this formula, charge and spin list, top to bottom, in eV: 2.2964, 2.4059, 0.0000, 1.2709, 0.1127
Energy list, top to bottom, in eV: -10031.8459, -64666.1226, -83818.7516, -325489.3611, -26124.2820